## 1
# C4H3N

The molecule C4H3N (wB97M-V/def2-TZVPD, the OMol25 dataset).

Properties
- SMILES = C#CCC#N
- net charge = 0

Last column: Löwdin charge in e.
Element x y z (Å)
C  -0.05  0.77  -0.40  -0.145
H  1.65  -0.53  -0.29  0.123
H  -1.25  2.63  0.07  0.035
C  -0.03  -1.25  0.78  -0.228
C  0.56  -0.57  -0.39  -0.185
H  0.33  -1.13  -1.30  0.122
C  -0.67  1.77  -0.18  0.127
N  -0.54  -1.69  1.71  0.151

***

## 2
# C4H3N

The molecule C4H3N (wB97M-V/def2-TZVPD, the OMol25 dataset).

Properties
- SMILES = C#CCC#N
- net charge = 0

Last column: Löwdin charge in e.
Element x y z (Å)
C  -0.55  -0.67  0.15  -0.207
C  0.59  0.23  0.00  -0.204
H  2.70  0.99  0.02  0.031
N  -1.48  1.12  -0.55  0.181
C  -1.85  0.06  -0.26  -0.140
H  -0.42  -1.53  -0.51  0.112
H  -0.65  -0.97  1.19  0.111
C  1.66  0.77  -0.04  0.116

***

Which one sits at the top of the stability order? 1 does.

***

## 1
# C2H8NO4

A cluster of 3 separate species, C2H8NO4 in total (wB97M-V/def2-TZVPD, the OMol25 dataset).

Properties
- net charge = -1

Last column: Löwdin charge in e.
Element x y z (Å)
H  -0.75  -2.76  0.62  -0.003
N  1.10  1.13  0.82  -0.009
H  -0.06  -0.52  1.44  0.078
H  -1.21  2.63  -2.09  0.013
O  -0.92  -3.07  1.53  -0.115
H  -0.12  1.68  -1.54  -0.018
C  0.00  0.16  0.60  -0.209
H  0.70  2.06  0.84  0.040
O  0.39  -1.89  -0.63  -0.067
C  0.26  -0.64  -0.70  -0.685
H  0.00  -3.16  1.82  0.022
H  1.72  1.10  0.02  0.055
O  0.36  0.05  -1.75  -0.081
O  -0.49  2.60  -1.45  -0.122
H  -0.98  0.62  0.47  0.102

***

## 2
# C2H8NO4

A cluster of 3 separate species, C2H8NO4 in total (wB97M-V/def2-TZVPD, the OMol25 dataset).

Properties
- net charge = -1

Last column: Löwdin charge in e.
Element x y z (Å)
O  -0.80  1.07  -1.69  -0.092
H  1.79  -1.99  0.09  0.060
C  1.48  -1.61  -0.88  -0.147
H  -0.77  1.54  -0.23  -0.024
C  -0.21  -0.04  -1.89  -0.743
H  -1.49  0.55  2.79  0.033
H  0.98  0.40  -0.25  0.092
H  2.30  -1.41  -1.60  0.071
N  0.71  -0.38  -0.82  -0.047
H  -0.84  -0.14  4.07  0.025
H  -1.45  2.70  0.36  0.010
O  -0.13  -0.69  -2.94  -0.045
O  -0.74  2.10  0.64  -0.169
H  0.83  -2.34  -1.38  0.067
O  -1.65  0.27  3.72  -0.092

***

Which one sits at the top of the stability order? 1 does.